Density functional theory data (ωB97M-V with the def2-TZVPD basis set) for 2 unconnected molecules or ions with the total composition C5H11NO2.

Output
* frontier orbital gap (alpha / beta): 8.096 / 9.018 eV
* relative energy (zero: lowest compared OMol25 entry of this formula, charge and spin): 124.4 kcal/mol
* calculated total energy: -402.179893 hartree
* maximum force: 1.83 eV/Å
* E_HOMO (alpha / beta): -7.85 / -8.49 eV
* LUMO (alpha / beta): 0.249 / 0.528 eV
* total charge: 0
* molar mass: 117.15 g mol⁻¹

Geometry as XYZ:
```
19
Properties=species:S:1:pos:R:3:forces:R:3:mulliken_charge:R:1
C 0.997 1.114 2.054 -0.3 0.9 0.3 -0.39
C -0.230 -2.011 1.104 0.4 0.0 0.4 -0.85
C -1.443 0.077 -1.586 -0.2 0.0 0.6 -1.29
C 1.012 0.768 -1.346 -0.7 -0.1 0.7 -1.16
N -0.252 -0.571 1.143 -0.5 0.5 -0.1 -0.33
C -0.451 0.973 -0.883 0.7 0.9 -1.4 1.04
O 0.732 -0.130 1.925 0.4 -1.1 -0.1 -0.05
O -0.787 1.971 -0.285 0.0 -0.2 0.1 -0.61
H 1.787 1.330 2.748 0.2 -0.1 0.1 0.29
H 0.372 1.879 1.613 0.0 -0.2 -0.2 0.43
H 0.410 -2.433 1.885 -0.1 0.0 0.0 0.40
H -1.250 -2.374 1.235 0.0 0.0 0.0 0.27
H 0.137 -2.358 0.133 0.0 -0.1 -0.1 0.24
H -1.051 -0.926 -1.704 0.0 -0.2 0.0 0.28
H -2.375 0.060 -1.022 0.0 -0.1 0.0 0.32
H -1.652 0.488 -2.573 0.1 0.1 0.0 0.41
H 1.698 1.452 -0.851 -0.1 0.0 0.1 0.30
H 1.302 -0.267 -1.173 0.1 0.0 0.0 0.28
H 1.044 0.956 -2.416 0.0 0.0 -0.2 0.44
```
Forces are in eV/Å.

---

Density functional theory data (ωB97M-V with the def2-TZVPD basis set) for a single C3H2INO2 molecule.

Output
* frontier orbital gap: 8.386 eV
* relative energy (zero: lowest compared OMol25 entry of this formula, charge and spin): 104.5 kcal/mol
* calculated total energy: -618.261305 hartree
* maximum force: 1.42 eV/Å
* E_HOMO: -9.08 eV
* LUMO: -0.693 eV
* total charge: 0
* molar mass: 210.96 g mol⁻¹

Geometry as XYZ:
```
9
Properties=species:S:1:pos:R:3:forces:R:3:mulliken_charge:R:1
C -2.127 -1.081 0.316 -0.6 0.5 0.9 -0.27
C 1.555 -0.505 -0.147 -0.3 -0.5 -0.1 -0.40
C -0.544 0.637 -0.028 -1.0 1.0 0.1 0.66
N 0.852 0.593 0.066 1.0 0.2 0.2 0.05
O -1.148 1.664 0.007 0.2 -0.7 0.1 -0.44
O -1.084 -0.591 -0.292 0.4 -0.7 -1.0 -0.11
I 3.614 -0.220 0.029 0.0 0.3 0.1 0.03
H -2.369 -2.012 -0.232 0.4 0.1 -0.2 0.18
H 1.250 1.515 0.281 -0.2 -0.2 -0.1 0.29
```
Forces are in eV/Å.

---

Density functional theory data (ωB97M-V with the def2-TZVPD basis set) for a molecular structure, C4H12N2.

Output
* frontier orbital gap: 8.188 eV
* relative energy (zero: lowest compared OMol25 entry of this formula, charge and spin): 73.1 kcal/mol
* calculated total energy: -268.999813 hartree
* maximum force: 5.08 eV/Å
* E_HOMO: -7.30 eV
* LUMO: 0.891 eV
* total charge: 0
* molar mass: 88.15 g mol⁻¹

Geometry as XYZ:
```
18
Properties=species:S:1:pos:R:3:forces:R:3:mulliken_charge:R:1
C 2.645 0.938 0.746 -0.1 0.1 -0.1 -1.20
C 1.001 -0.990 0.482 0.0 0.0 0.1 -1.04
C 1.332 0.445 0.194 0.1 0.1 0.0 0.84
N 0.516 1.144 -0.476 -0.1 0.0 0.0 -0.60
H 0.825 2.106 -0.616 0.2 -0.1 0.1 0.16
H 2.799 1.996 0.534 0.0 0.0 0.0 0.36
H 2.679 0.786 1.826 0.0 0.0 0.0 0.30
H 1.792 -1.639 0.100 0.0 0.0 0.0 0.31
H 0.043 -1.265 0.047 0.1 0.0 -0.1 0.13
H 0.951 -1.150 1.561 0.0 0.0 0.0 0.30
H 3.469 0.370 0.310 0.0 0.0 0.0 0.30
C -2.804 -0.865 -0.550 -0.4 0.4 5.1 -0.47
N -2.150 -0.012 -1.418 0.9 0.5 -0.5 -0.39
H -2.717 0.670 -1.908 0.1 -0.1 0.4 0.24
H -1.266 0.377 -1.084 -0.2 0.0 -0.3 0.25
H -2.295 -1.271 0.413 0.5 -1.5 -3.2 0.09
H -3.763 -1.225 -0.920 0.4 -0.5 0.7 0.39
H -3.058 -0.413 0.757 -1.4 1.3 -2.2 0.04
```
Forces are in eV/Å.